Entry 1:
Density functional theory data (ωB97M-V with the def2-TZVPD basis set) for a molecular structure, C3H3NO2 at a distorted geometry.

Orbital gap (eV): 10.8414
Max |F| (eV/Å): 5.07
Relative energy (zero: lowest compared OMol25 entry of this formula, charge and spin) (eV): 3.709
Calculated total energy (Ha): -321.24133
HOMO energy (eV): -10.81

```
! wB97M-V def2-TZVPD RIJCOSX def2/J DEFGRID3
* xyz 0 1
C -1.053 -0.257 0.169
O -0.605 0.954 -0.519
C 0.722 0.944 -0.546
O 1.480 1.739 -1.006
C 1.136 -0.337 0.157
N 1.643 -1.256 0.662
H -0.065 -1.056 0.594
H -1.609 0.078 1.038
H -1.650 -0.810 -0.550
*
```

Computed natural (NBO) charges, given in elementary charges: C -0.346; O -0.455; C 0.737; O -0.483; C 0.102; N -0.275; H 0.310; H 0.205; H 0.205

Entry 2:
Density functional theory data (ωB97M-V with the def2-TZVPD basis set) for a molecular structure, C30H45NO2P2S2Yb at a distorted geometry.

Orbital gap (spin up / spin down) (eV): 4.5981 / 4.5122
Max |F| (eV/Å): 2.65
Relative energy (zero: lowest compared OMol25 entry of this formula, charge and spin) (eV): 2.251
Calculated total energy (Ha): -4012.73793
HOMO energy (spin up / spin down) (eV): -8.66 / -8.58

```
! wB97M-V def2-TZVPD RIJCOSX def2/J DEFGRID3
* xyz 1 2
Yb -3.078 -2.196 1.165
C 2.291 -0.041 -0.089
C 1.579 0.636 -1.127
C 1.779 2.078 0.644
C 2.456 0.887 0.978
C 1.201 1.918 -0.653
C 2.801 -1.433 -0.084
H 2.384 -2.006 -0.918
H 2.531 -1.912 0.866
H 3.901 -1.434 -0.178
C 3.113 0.598 2.278
H 3.826 -0.230 2.178
H 2.352 0.302 3.016
H 3.638 1.486 2.655
C 1.666 3.292 1.482
H 2.238 4.147 1.075
H 2.017 3.071 2.497
H 0.609 3.579 1.571
C 0.364 2.913 -1.353
H 0.995 3.669 -1.861
H -0.298 3.409 -0.625
H -0.275 2.427 -2.100
C 1.214 0.127 -2.463
H 1.661 0.770 -3.236
H 0.119 0.145 -2.620
H 1.589 -0.895 -2.621
C -3.696 -4.586 -0.419
C -2.828 -5.040 -1.350
C -3.192 -5.406 -2.753
C -4.193 -4.512 -3.515
C -4.229 -3.094 -3.081
C -4.948 -2.554 -2.079
C -5.790 -3.333 -1.143
C -5.183 -4.649 -0.675
H -3.610 -6.432 -2.771
H -5.173 -5.016 -3.544
H -2.257 -5.465 -3.337
H -5.452 -5.441 -1.395
H -3.365 -4.640 0.628
H -1.834 -5.388 -1.038
H -5.683 -4.916 0.267
H -6.006 -2.695 -0.282
H -5.192 -1.490 -2.162
H -6.755 -3.575 -1.612
H -3.856 -4.520 -4.561
H -3.901 -2.384 -3.844
P -0.155 -2.352 -1.243
C -0.249 -3.612 0.089
C -0.088 -3.520 -2.665
P -2.173 0.123 -1.332
C -1.901 -1.751 -1.350
C -2.842 0.206 -3.108
C -3.806 0.048 -0.407
H -0.065 -3.138 1.074
H 0.500 -4.403 -0.110
H -1.244 -4.080 0.103
H -1.086 -3.742 -3.038
H 0.461 -4.405 -2.339
H 0.550 -3.089 -3.447
H -4.166 -1.020 -0.370
H -4.551 0.619 -0.980
H -3.745 0.508 0.597
H -2.613 -2.506 -0.907
H -2.248 -1.886 -2.383
H -2.836 1.205 -3.562
H -3.854 -0.203 -3.144
H -2.211 -0.429 -3.745
O -3.405 2.031 3.205
S -2.083 1.695 2.753
O -1.530 2.370 1.604
N -1.909 0.021 2.609
C -0.825 -0.383 3.329
S -0.402 -2.003 3.211
C -0.249 0.631 4.239
C 0.636 0.563 5.347
C 0.781 1.652 6.209
C 0.101 2.835 5.976
C -0.777 2.947 4.886
C -0.950 1.834 4.081
H 1.185 -0.353 5.558
H 1.386 1.572 7.101
H 0.172 3.662 6.667
H -1.353 3.834 4.646
*
```

Computed Mulliken charges, given in elementary charges: Yb 1.235; C 0.598; C 0.871; C 1.088; C 0.248; C 0.340; C -1.567; H 0.291; H 0.309; H 0.460; C -1.570; H 0.431; H 0.126; H 0.459; C -1.463; H 0.320; H 0.302; H 0.234; C -1.431; H 0.358; H 0.239; H 0.301; C -1.528; H 0.561; H 0.104; H 0.427; C -0.582; C -0.230; C -1.280; C -1.193; C -0.290; C -0.117; C -1.097; C -1.225; H 0.425; H 0.419; H 0.508; H 0.383; H 1.209; H 0.653; H 0.433; H 0.390; H 0.770; H 0.391; H 0.351; H 0.580; P 1.180; C -1.110; C -1.423; P 0.777; C -0.118; C -1.550; C -0.376; H -0.538; H 0.589; H 0.299; H 0.020; H 0.490; H 0.418; H -0.507; H 0.579; H 0.088; H -0.461; H -0.252; H 0.489; H 0.354; H 0.463; O -0.706; S 0.842; O -0.468; N -0.191; C 0.567; S -0.480; C -0.097; C -0.053; C -0.642; C -0.521; C -0.637; C -0.107; H 0.482; H 0.424; H 0.441; H 0.491

Entry 3:
Density functional theory data (ωB97M-V with the def2-TZVPD basis set) for a gas-phase ion, C31H48N2O3 (charge +2).

Orbital gap (eV): 7.5181
Max |F| (eV/Å): 0.93
Relative energy (zero: lowest compared OMol25 entry of this formula, charge and spin) (eV): 0.258
Structure (SMILES): CC[N+](C)(CC)CCCCOc1ccc2c(c1)C(=O)c1cc(OCCCC[N+](C)(CC)CC)ccc1-2
Calculated total energy (Ha): -1544.77793
HOMO energy (eV): -11.51

```
! wB97M-V def2-TZVPD RIJCOSX def2/J DEFGRID3
* xyz 2 1
C 5.950 -3.977 6.991
C 4.543 -3.977 6.408
H 4.514 -3.302 5.552
H 3.869 -3.582 7.170
N 3.990 -5.303 5.960
C 4.563 -6.414 6.744
H 5.636 -6.480 6.593
H 4.366 -6.265 7.803
H 4.111 -7.355 6.436
C 2.510 -5.322 6.207
C 1.691 -4.248 5.480
H 0.997 -3.797 6.191
H 2.326 -3.443 5.112
C 0.877 -4.796 4.303
H 1.493 -5.426 3.660
H 0.043 -5.395 4.670
C 0.326 -3.655 3.453
H -0.331 -4.057 2.672
O 1.434 -2.992 2.868
C 1.194 -1.953 2.013
C -0.075 -1.453 1.717
C -0.163 -0.388 0.844
C 0.971 0.192 0.254
C 2.224 -0.312 0.547
C 2.323 -1.380 1.425
H 3.290 -1.793 1.669
H 3.115 0.110 0.108
C 0.535 1.301 -0.593
C 1.230 2.192 -1.381
C 0.532 3.184 -2.067
C -0.847 3.295 -1.956
C -1.562 2.378 -1.173
C -0.867 1.398 -0.508
C -1.385 0.324 0.384
O -2.534 0.082 0.660
H -2.634 2.460 -1.084
O -1.619 4.254 -2.558
C -1.022 5.311 -3.281
C -0.811 4.961 -4.762
H -0.594 5.881 -5.306
H 0.051 4.301 -4.860
C -2.016 4.239 -5.381
C -3.258 5.127 -5.359
H -3.084 6.000 -5.993
H -3.418 5.475 -4.339
N -4.535 4.492 -5.807
C -5.598 5.510 -5.682
H -5.431 6.312 -6.399
H -6.573 5.066 -5.866
H -5.596 5.936 -4.681
C -4.880 3.297 -4.974
C -4.869 3.518 -3.469
H -5.193 2.592 -3.000
H -5.564 4.295 -3.161
H -3.878 3.747 -3.086
H -4.179 2.501 -5.227
H -5.878 2.975 -5.274
C -4.399 4.081 -7.240
C -5.670 3.588 -7.917
H -6.089 2.713 -7.430
H -5.409 3.298 -8.932
H -6.430 4.360 -7.989
H -4.021 4.946 -7.790
H -3.649 3.292 -7.286
H -1.750 3.962 -6.401
H -2.184 3.328 -4.806
H -1.715 6.151 -3.180
H -0.075 5.618 -2.829
H 1.096 3.870 -2.680
H 2.304 2.138 -1.475
H -0.977 -1.861 2.143
H -0.247 -2.959 4.078
H 2.372 -5.228 7.285
H 2.140 -6.307 5.914
C 4.228 -5.534 4.501
C 5.675 -5.497 4.040
H 6.122 -4.515 4.164
H 5.685 -5.724 2.976
H 6.293 -6.241 4.532
H 3.669 -4.775 3.952
H 3.805 -6.513 4.263
H 6.217 -2.941 7.186
H 6.694 -4.383 6.315
H 6.003 -4.506 7.937
*
```

Computed natural (NBO) charges, given in elementary charges: C -0.637; C -0.219; H 0.227; H 0.230; N -0.207; C -0.420; H 0.240; H 0.236; H 0.236; C -0.205; C -0.447; H 0.239; H 0.228; C -0.411; H 0.205; H 0.227; C -0.068; H 0.197; O -0.537; C 0.375; C -0.273; C -0.163; C 0.027; C -0.197; C -0.255; H 0.219; H 0.221; C 0.023; C -0.207; C -0.290; C 0.368; C -0.230; C -0.161; C 0.627; O -0.511; H 0.233; O -0.538; C -0.072; C -0.422; H 0.222; H 0.227; C -0.432; C -0.218; H 0.228; H 0.231; N -0.213; C -0.419; H 0.236; H 0.238; H 0.237; C -0.217; C -0.653; H 0.254; H 0.221; H 0.241; H 0.228; H 0.229; C -0.212; C -0.638; H 0.223; H 0.257; H 0.225; H 0.225; H 0.229; H 0.224; H 0.224; H 0.189; H 0.203; H 0.219; H 0.223; H 0.238; H 0.182; H 0.230; H 0.227; C -0.221; C -0.636; H 0.221; H 0.255; H 0.223; H 0.235; H 0.225; H 0.255; H 0.224; H 0.226

Entry 4:
Density functional theory data (ωB97M-V with the def2-TZVPD basis set) for a molecular structure, C31H29FN6O3ReS.

Orbital gap (spin up / spin down) (eV): 7.0382 / 6.9131
Max |F| (eV/Å): 0.42
Relative energy (zero: lowest compared OMol25 entry of this formula, charge and spin) (eV): 0.082
Calculated total energy (Ha): -2329.34678
HOMO energy (spin up / spin down) (eV): -7.53 / -7.13

```
! wB97M-V def2-TZVPD RIJCOSX def2/J DEFGRID3
* xyz 0 2
Re 0.689 -1.638 -1.079
C -3.424 4.622 -0.748
C -3.475 3.871 0.579
C -3.284 4.851 1.727
C -3.105 4.130 3.048
C -1.910 3.232 2.960
C -1.093 2.990 4.040
C -0.032 2.097 3.926
F 0.741 1.894 5.009
C 0.223 1.412 2.771
C -0.595 1.646 1.658
C -0.419 0.799 0.474
O 0.490 -0.058 0.469
C -1.366 1.008 -0.570
C -2.293 2.010 -0.433
N -2.437 2.803 0.626
C -1.634 2.584 1.739
C -1.519 0.215 -1.835
O -2.271 0.600 -2.703
O -0.883 -0.932 -1.945
H -4.085 5.485 -0.684
H -3.754 4.026 -1.595
H -2.413 4.979 -0.946
H -4.438 3.367 0.699
H -4.158 5.503 1.753
H -2.414 5.483 1.522
H -3.994 3.526 3.256
H -2.988 4.834 3.873
H -1.274 3.476 4.990
H 1.020 0.686 2.702
H -2.978 2.164 -1.254
C -0.595 -2.864 0.260
C -1.724 -2.106 0.837
C -1.615 -1.537 2.110
C -2.576 -0.685 2.609
C -3.702 -0.391 1.838
C -3.878 -1.019 0.599
C -2.906 -1.872 0.120
C -4.605 0.615 2.275
N -5.279 1.480 2.629
H -0.948 -3.722 -0.321
H 0.012 -3.239 1.086
H -0.727 -1.733 2.699
H -2.446 -0.216 3.576
H -4.759 -0.808 0.008
H -3.031 -2.323 -0.856
C 0.796 -3.191 -2.530
H 0.306 -4.131 -2.235
H 1.830 -3.425 -2.801
H 0.301 -2.888 -3.458
N 2.212 -4.035 0.060
C 3.196 -4.490 0.856
C 3.829 -3.385 1.377
C 3.160 -2.289 0.820
N 2.181 -2.700 0.027
H 1.570 -4.536 -0.536
H 3.373 -5.543 0.980
H 4.666 -3.374 2.050
H 3.334 -1.232 0.927
C 5.942 -0.123 -5.259
C 5.334 -0.906 -4.139
C 5.800 -2.167 -3.771
C 5.147 -2.790 -2.724
N 4.114 -2.247 -2.094
C 3.730 -1.053 -2.534
S 2.391 -0.232 -1.727
N 4.303 -0.351 -3.508
H 6.933 -0.491 -5.516
H 5.998 0.928 -4.984
H 5.306 -0.197 -6.141
H 6.637 -2.630 -4.272
H 5.466 -3.767 -2.372
*
```

Computed Mulliken charges, given in elementary charges: Re 2.118; C -1.641; C 0.316; C -1.119; C -1.115; C 0.957; C -0.793; C 0.070; F -0.376; C -0.427; C 0.577; C 0.942; O -0.544; C -0.122; C -0.540; N 0.601; C -0.775; C 0.282; O -0.699; O -0.680; H 0.427; H 0.513; H 0.393; H 0.217; H 0.437; H 0.358; H 0.317; H 0.458; H 0.534; H 0.610; H 0.663; C -1.752; C 1.029; C -0.565; C -0.450; C 0.258; C -0.762; C -0.678; C 0.165; N -0.669; H 0.657; H 0.562; H 0.257; H 0.504; H 0.460; H 0.364; C -1.646; H 0.435; H 0.263; H 0.288; N -0.014; C -0.423; C -0.889; C -0.538; N 0.194; H 0.093; H 0.465; H 0.437; H 0.530; C -1.221; C 0.886; C -0.887; C -0.170; N -0.113; C 0.364; S -0.629; N -0.497; H 0.356; H 0.333; H 0.264; H 0.349; H 0.429

Entry 5:
Density functional theory data (ωB97M-V with the def2-TZVPD basis set) for 2 unconnected molecules or ions with the total composition C4H3NO2 at a distorted geometry.

Orbital gap (eV): 9.6288
Max |F| (eV/Å): 6.81
Relative energy (zero: lowest compared OMol25 entry of this formula, charge and spin) (eV): 5.531
Calculated total energy (Ha): -359.26709
HOMO energy (eV): -10.03

```
! wB97M-V def2-TZVPD RIJCOSX def2/J DEFGRID3
* xyz 0 1
C -1.927 0.099 0.167
C -0.376 0.072 -0.127
C 0.757 0.795 -0.320
C 1.775 -0.229 -0.143
H -2.464 1.204 1.020
H 1.064 1.927 -0.086
H 2.869 -0.361 -0.186
N 1.122 -1.413 0.118
O -2.705 -0.765 -0.362
O -0.117 -1.328 -0.081
*
```

Computed natural (NBO) charges, given in elementary charges: C 0.407; C 0.134; C -0.315; C -0.101; H 0.126; H 0.278; H 0.243; N -0.067; O -0.496; O -0.209

Which of these has the highest relative energy (zero: lowest compared OMol25 entry of this formula, charge and spin)?
C4H3NO2